25
Properties=species:S:1:pos:R:3:forces:R:3:nbo_charge:R:1 method="wB97M-V/def2-TZVPD" lumo_energy_ev=-1.743 total_energy_ev=-99761.3964 orbital_gap_ev=6.3 mol_weight_da=443.4
H -3.65766 4.24657 0.66857 0.0 -0.4 0.1 0.47
H -2.56750 1.53259 0.02072 0.1 -0.1 -0.4 0.48
F 2.71269 -4.66363 1.78468 -0.7 0.0 -0.4 -0.33
S 2.90786 -3.19142 -0.46884 0.8 0.2 -2.9 2.29
O -0.08326 2.10016 -2.35253 -0.5 -0.9 2.2 -0.81
F -0.80205 -1.56140 0.00650 -0.4 1.2 1.1 -0.53
O 1.12842 2.43829 -0.22570 -1.9 -2.0 -0.4 -0.90
S -0.02091 -0.23139 -0.55145 2.0 -11.4 -2.7 2.37
O 1.21336 -0.34312 0.20720 -1.3 1.6 0.2 -0.94
O -3.20890 5.08800 0.75121 0.0 0.2 0.2 -0.94
F 0.98874 -3.37347 1.45408 -0.1 -0.8 -0.3 -0.34
F 1.29973 -5.18883 0.16927 -0.2 0.6 1.0 -0.31
H -3.74778 2.32237 -0.50375 -0.2 0.0 -0.2 0.48
N -1.09866 0.80055 -0.19804 2.3 3.3 -0.5 -1.16
O 3.82670 -4.16881 -1.03345 -0.1 -0.1 1.6 -0.98
O 3.56840 -2.07544 0.24170 -0.6 -0.4 0.7 -1.07
O -3.38451 1.94693 0.29831 -1.0 0.2 0.8 -0.99
S -0.10264 2.00043 -0.90913 0.0 7.5 -1.0 2.31
O 0.01928 -0.68054 -1.93105 0.3 2.4 1.6 -0.81
O 2.00637 -2.75875 -1.53517 -0.5 0.0 1.8 -0.98
C 1.88089 -4.17909 0.83177 1.6 1.0 -1.1 0.73
K 3.47556 0.63769 1.26649 -0.2 -0.7 -0.7 0.99
F -1.06467 3.25510 -0.46131 0.4 -1.5 -0.4 -0.50
K -1.77420 0.44917 2.46856 -0.2 0.0 -0.2 0.99
H -3.51528 5.59805 0.00139 0.0 0.2 -0.2 0.47

=====

9
Properties=species:S:1:pos:R:3:forces:R:3:nbo_charge:R:1 method="wB97M-V/def2-TZVPD" e_above_lowest_kj_mol=63.8 lumo_energy_ev=-1.205 total_energy_ev=-22699.3922 orbital_gap_ev=7.5 mol_weight_da=206.9
H 1.33031 -0.06969 1.21354 -0.7 0.8 -1.6 0.22
I -3.22601 0.87239 -0.07283 1.4 -1.2 -0.3 -0.49
C 0.85463 0.48956 0.32790 1.8 1.5 -0.9 -0.44
F -0.92694 -1.50459 1.05552 0.1 0.3 -1.1 -0.58
H 0.95498 -0.48330 -1.58624 -0.5 0.1 0.4 0.43
P -1.01086 -1.25808 -0.53960 -0.5 1.3 0.6 1.40
N 0.35523 -0.33738 -0.77266 -1.4 -1.5 1.1 -0.99
H 0.05480 1.19474 0.67286 0.6 -0.8 -0.2 0.24
H 1.61387 1.09633 -0.29849 -0.7 -0.5 2.0 0.21

=====

9
Properties=species:S:1:pos:R:3:forces:R:3:nbo_charge:R:1 method="wB97M-V/def2-TZVPD" e_above_lowest_kj_mol=158.5 lumo_energy_ev="-2.011 / -2.010" total_energy_ev=-30496.9417 orbital_gap_ev="7.2 / 7.2" mol_weight_da=223.9
I -3.83105 0.67148 0.41282 2.0 -1.2 -0.1 -0.31
C 1.63014 0.13106 -0.01824 -2.1 -0.8 1.4 -0.93
P -1.25209 -1.00326 0.37849 -1.9 0.6 -0.3 0.89
H 1.59525 0.35663 1.12109 0.9 -1.1 -2.1 0.25
F -1.53238 -2.00648 -0.86206 0.3 0.8 0.6 -0.59
H 2.36764 0.63912 -0.58822 0.6 0.8 -0.1 0.25
P -0.08853 0.60835 -0.59010 -0.9 1.6 0.9 0.20
H -0.51875 1.51890 0.57149 0.6 -1.1 -1.5 0.01
H 1.62977 -0.91580 -0.42526 0.6 0.5 1.3 0.23